## i
One molecule with the formula C3H4N2S, computed with ωB97M-V/def2-TZVPD.

Each line ends with the Mulliken charge.
Atoms and positions in Å:
S -0.860 -2.217 0.682  -0.271
C -0.428 -0.581 0.182  0.300
C 0.635 -0.186 -0.435  -0.354
C 0.714 1.187 -0.388  -0.220
N -0.322 1.630 0.317  -0.674
N -1.136 0.612 0.382  0.091
H 0.520 -2.512 0.157  0.166
H 1.393 -0.668 -0.956  0.366
H 1.470 1.823 -1.003  0.285
H -1.987 0.911 1.060  0.312

Results
Multiplicity: 1
Structure (SMILES): Sc1ccn[nH]1
HOMO energy, eV: -8.5
Orbital gap, eV: 8.94

=====

## ii
C3H4N2S as an isolated structure, computed with ωB97M-V/def2-TZVPD.

Each line ends with the Mulliken charge.
Atoms and positions in Å:
C -0.243 -0.873 -0.099  -0.464
C -1.627 -1.348 -0.083  -0.036
C -0.176 0.461 0.007  0.277
N -2.647 -0.595 0.085  -0.391
N 0.718 1.462 0.087  -0.539
S -2.274 0.955 0.084  -0.061
H 0.596 -1.551 -0.089  0.349
H -1.775 -2.485 0.021  0.289
H 1.384 1.572 -0.779  0.278
H 0.386 2.473 0.424  0.299

Results
Multiplicity: 1
HOMO energy, eV: -8.3
Orbital gap, eV: 8.86

=====

## iii
A 2-piece molecular cluster, C3H4N2S overall, computed with ωB97M-V/def2-TZVPD.

Each line ends with the Mulliken charge.
Atoms and positions in Å:
C 1.320 -1.519 -0.267  -0.906
C 0.656 -0.389 -0.113  0.051
C 0.117 0.736 0.122  0.568
N -0.328 1.872 0.042  -0.493
H 2.104 -1.841 0.340  0.275
H 1.149 -2.104 -1.081  0.276
H -0.213 2.581 0.623  0.238
N -3.395 0.769 -0.432  -0.281
S -3.215 -0.621 0.182  0.019
H -3.266 1.041 -1.415  0.254

Results
Multiplicity: 1
Structure (SMILES): C=C=C=N.N=S
HOMO energy (spin up / spin down), eV: -8.1 / -8.1
Orbital gap (spin up / spin down), eV: 7.12 / 7.11

=====

Short version: iii is the least stable of them.

=====

## i
A 2-piece molecular cluster, C4H13NO overall, computed with ωB97M-V/def2-TZVPD.

Each line ends with the Mulliken charge.
Atoms and positions in Å:
C 1.915 -0.384 1.069  -1.358
C 1.262 -0.066 -0.269  -0.017
C 1.017 1.436 -0.434  -0.698
O 0.020 1.728 -1.386  -0.506
H 2.879 0.118 1.165  0.363
H 2.078 -1.451 1.165  0.357
H 1.276 -0.066 1.886  0.325
H 0.303 -0.587 -0.323  0.245
H 1.895 -0.426 -1.086  0.334
H 0.644 1.859 0.504  0.311
H 1.956 1.952 -0.691  0.354
H 0.252 1.294 -2.213  0.311
C -2.326 -0.224 -0.036  -0.762
N -1.732 -1.539 0.166  -0.510
H -3.393 -0.170 0.236  0.337
H -2.220 0.057 -1.082  0.284
H -1.782 0.506 0.561  0.243
H -2.233 -2.236 -0.377  0.202
H -1.810 -1.801 1.142  0.186

Results
Multiplicity: 1
Structure (SMILES): CCCO.CN
HOMO energy, eV: -9.3
Orbital gap, eV: 10.35

=====

## ii
A 2-piece molecular cluster, C4H13NO overall, computed with ωB97M-V/def2-TZVPD.

Each line ends with the Mulliken charge.
Atoms and positions in Å:
C 1.382 -1.490 0.855  -1.200
C 0.956 -0.032 0.445  0.002
N -0.524 0.198 0.161  0.055
C -1.050 1.347 0.984  -1.046
C -1.417 -1.040 0.343  -1.158
H 1.130 -2.219 -0.026  0.276
H 1.128 -2.070 1.802  0.313
H 2.516 -1.464 0.768  0.350
H 1.438 0.502 1.195  0.368
H 1.403 0.146 -0.518  -0.136
H -0.921 1.086 2.072  0.350
H -0.425 2.227 0.836  0.368
H -2.077 1.761 0.673  0.315
H -1.174 -1.615 1.133  0.398
H -1.159 -1.658 -0.550  0.296
H -2.367 -0.708 0.210  0.409
O 0.485 1.015 -2.557  -0.633
H -0.057 1.434 -1.907  0.328
H 1.131 0.364 -2.121  0.343

Results
Multiplicity: 1
Structure (SMILES): CCN(C)C.O
HOMO energy, eV: -8.7
Orbital gap, eV: 9.53

=====

Short version: ii is the least stable of them.